1.
Entry from the Open Molecules 2025 dataset: a structure of composition H19O9 in a non-equilibrium geometry (wB97M-V/def2-TZVPD).

Atoms and positions in Å:
O1 1.769 0.731 -0.921
H1 -0.530 0.299 1.788
H2 -2.865 -2.589 0.745
O2 -2.383 -1.327 -2.468
H3 -1.915 -1.315 -3.301
O3 1.286 3.142 0.625
H4 -0.804 -1.067 -1.387
H5 2.119 3.210 0.137
O4 -0.499 -0.386 -0.762
H6 0.974 4.033 0.442
H7 -3.159 -0.771 -2.443
O5 0.253 0.615 3.175
H8 -1.952 -0.252 1.764
H9 0.593 -0.153 3.638
O6 -1.457 0.456 1.321
H10 -0.958 0.046 0.379
H11 0.948 1.042 2.637
O7 2.653 1.272 1.636
H12 2.073 0.351 -1.729
H13 3.176 0.811 2.296
O8 0.768 -2.530 -2.866
H14 0.465 -0.203 -0.952
H15 2.243 0.684 1.004
O9 -2.538 -1.692 0.641
H16 0.746 -2.361 -3.810
H17 1.009 -3.428 -2.660
H18 1.415 1.627 -0.804
H19 -2.352 -1.705 -0.306

## Properties
- Charge: +1
- Total energy: -688.2915 a.u.
- F_max: 3.21 eV/Å

***

2.
Entry from the Open Molecules 2025 dataset: a cluster of 2 separate species, H2 in total in a non-equilibrium geometry (wB97M-V/def2-TZVPD).

Atoms and positions in Å:
H1 0.000 0.000 0.631
H2 0.000 0.000 -0.631

## Properties
- Total energy: -1.0861 a.u.
- F_max: 4.94 eV/Å

***

3.
Entry from the Open Molecules 2025 dataset: a cluster of 2 separate species, H2 in total in a non-equilibrium geometry (wB97M-V/def2-TZVPD).

Atoms and positions in Å:
H1 0.638 -0.224 1.141
H2 -0.638 0.224 -1.141

## Properties
- Total energy: -0.9193 a.u.
- F_max: 1.83 eV/Å

***

4.
Entry from the Open Molecules 2025 dataset: a cluster of 2 separate species, H2 in total in a non-equilibrium geometry (wB97M-V/def2-TZVPD).

Atoms and positions in Å:
H1 -0.354 0.598 0.668
H2 0.354 -0.598 -0.668

## Properties
- Total energy: -0.9849 a.u.
- F_max: 3.23 eV/Å

***

5.
Entry from the Open Molecules 2025 dataset: a cluster of 10 separate species, H20O10 in total in a non-equilibrium geometry (wB97M-V/def2-TZVPD).

Atoms and positions in Å:
O1 1.515 1.506 -1.116
H1 0.811 1.029 -1.596
H2 2.238 0.876 -1.074
O2 -1.316 0.914 -1.119
H3 -0.466 0.703 -0.698
H4 -1.056 1.533 -1.797
O3 1.716 -4.092 -0.307
H5 0.778 -4.183 -0.138
H6 1.870 -3.147 -0.229
O4 -3.554 -0.457 2.276
H7 -3.289 -0.939 1.480
H8 -3.285 0.437 1.988
O5 -0.111 -0.817 0.793
H9 -0.299 -1.578 0.232
H10 0.745 -0.985 1.191
O6 1.257 -0.361 -2.816
H11 2.115 -0.796 -2.763
H12 1.428 0.458 -3.295
O7 -1.937 1.764 2.199
H13 -1.320 2.075 1.513
H14 -1.838 0.827 2.380
O8 3.742 -0.415 0.619
H15 4.157 0.222 1.193
H16 2.801 -0.525 0.734
O9 -2.338 -1.715 -0.744
H17 -3.246 -1.418 -0.620
H18 -1.847 -0.884 -0.626
O10 -0.008 3.019 0.861
H19 -0.193 3.849 0.411
H20 0.927 3.102 1.068

## Properties
- Structure (SMILES): O.O.O.O.O.O.O.O.O.O
- Total energy: -764.3431 a.u.
- F_max: 1.56 eV/Å

***

6.
Entry from the Open Molecules 2025 dataset: a cluster of 10 separate species, H20O10 in total (wB97M-V/def2-TZVPD).

Atoms and positions in Å:
O1 0.033 3.153 1.283
H1 0.102 3.437 2.195
H2 -0.626 2.459 1.297
O2 1.198 -3.091 -0.984
H3 0.896 -2.361 -1.525
H4 1.963 -3.433 -1.448
O3 0.672 -1.111 -2.759
H5 1.021 -1.743 -3.387
H6 1.433 -0.598 -2.487
O4 2.689 1.518 2.124
H7 3.369 2.183 2.015
H8 2.183 1.556 1.312
O5 0.608 0.040 0.116
H9 -0.231 0.297 0.499
H10 0.696 -0.888 0.332
O6 -2.370 -1.244 0.270
H11 -2.690 -1.681 -0.519
H12 -2.571 -1.853 0.981
O7 1.441 1.968 -1.631
H13 1.248 1.220 -1.065
H14 0.600 2.191 -2.029
O8 -2.364 2.264 -1.397
H15 -3.261 1.949 -1.509
H16 -2.154 2.073 -0.483
O9 0.450 -4.198 1.563
H17 0.602 -3.771 0.720
H18 0.887 -3.633 2.200
O10 -1.751 1.384 1.250
H19 -2.236 0.650 0.870
H20 -1.834 1.262 2.195

## Properties
- Structure (SMILES): O.O.O.O.O.O.O.O.O.O
- Total energy: -764.3827 a.u.
- F_max: 0.99 eV/Å

***

7.
Entry from the Open Molecules 2025 dataset: a cluster of 10 separate species, H20O10 in total in a non-equilibrium geometry (wB97M-V/def2-TZVPD).

Atoms and positions in Å:
O1 0.407 1.597 -2.574
H1 0.272 1.542 -1.641
H2 0.887 0.833 -2.882
O2 1.531 -1.497 2.207
H3 1.937 -2.342 2.014
H4 0.935 -1.380 1.472
O3 -1.745 1.189 1.077
H5 -1.687 0.576 1.785
H6 -2.280 0.871 0.357
O4 0.607 2.964 0.123
H7 1.513 3.059 0.267
H8 0.131 2.771 0.912
O5 -0.845 -1.356 -2.138
H9 -0.948 -0.431 -2.250
H10 -0.835 -1.747 -2.997
O6 2.894 0.618 -0.647
H11 1.950 0.488 -0.562
H12 2.969 1.367 -1.185
O7 -1.621 3.513 2.287
H13 -1.146 3.478 3.137
H14 -1.635 2.627 1.924
O8 -1.336 -2.419 0.982
H15 -2.212 -2.806 0.841
H16 -0.790 -2.951 0.383
O9 0.372 -0.021 0.067
H17 -0.343 0.533 0.366
H18 -0.090 -0.723 -0.377
O10 0.336 -3.710 -0.709
H19 -0.312 -3.552 -1.455
H20 1.072 -3.087 -0.797

## Properties
- Structure (SMILES): O.O.O.O.O.O.O.O.O.O
- Total energy: -764.3696 a.u.
- F_max: 2.82 eV/Å

***

8.
Entry from the Open Molecules 2025 dataset: a cluster of 10 separate species, H20O10 in total in a non-equilibrium geometry (wB97M-V/def2-TZVPD).

Atoms and positions in Å:
O1 3.706 -1.032 1.306
H1 3.570 -1.502 2.081
H2 3.453 0.011 1.575
O2 -1.815 2.767 -2.366
H3 -2.009 1.885 -2.444
H4 -2.719 2.953 -1.862
O3 -0.979 -1.593 -2.492
H5 -1.242 -2.546 -2.598
H6 -1.778 -1.387 -1.947
O4 0.678 2.741 -0.703
H7 1.558 3.141 -0.777
H8 0.108 3.289 -1.091
O5 -0.286 -2.932 1.189
H9 -0.905 -3.744 1.104
H10 -0.430 -2.277 0.457
O6 2.090 0.900 -1.980
H11 2.534 0.176 -2.503
H12 2.349 0.837 -0.990
O7 -2.987 1.205 0.515
H13 -3.132 2.009 1.124
H14 -2.672 1.560 -0.229
O8 1.354 -0.792 1.199
H15 1.693 -1.486 0.882
H16 0.884 -0.997 2.058
O9 -0.592 0.295 -0.279
H17 -0.876 1.153 0.050
H18 -0.181 0.386 -1.072
O10 -0.109 -1.518 3.526
H19 -1.040 -1.300 3.531
H20 -0.226 -2.201 2.737

## Properties
- Structure (SMILES): O.O.O.O.O.O.O.O.O.O
- Total energy: -764.2467 a.u.
- F_max: 11.49 eV/Å

***

9.
Entry from the Open Molecules 2025 dataset: a cluster of 10 separate species, H20O10 in total in a non-equilibrium geometry (wB97M-V/def2-TZVPD).

Atoms and positions in Å:
O1 0.647 -1.562 -0.672
H1 0.114 -0.894 -1.008
H2 1.024 -2.050 -1.433
O2 1.372 0.298 -1.986
H3 1.057 0.693 -2.806
H4 1.853 -0.417 -2.289
O3 -3.071 1.287 1.784
H5 -3.623 1.764 2.411
H6 -2.166 1.673 1.844
O4 -0.019 -0.377 -5.655
H7 -0.407 -0.613 -4.745
H8 -0.283 0.499 -5.851
O5 1.598 1.103 1.027
H9 1.477 1.983 1.183
H10 2.309 1.216 0.358
O6 -1.102 -1.937 3.124
H11 -0.403 -2.341 2.587
H12 -1.913 -2.457 2.807
O7 0.946 -0.031 2.719
H13 1.375 -0.688 2.166
H14 0.083 -0.321 2.838
O8 -3.924 -0.173 -3.485
H15 -3.410 -1.012 -3.582
H16 -4.800 -0.552 -3.325
O9 1.011 3.495 -0.587
H17 1.816 3.139 -0.301
H18 0.402 2.745 -0.518
O10 2.484 -1.872 4.011
H19 2.536 -2.112 3.117
H20 3.419 -2.087 4.297

## Properties
- Structure (SMILES): O.O.O.O.O.O.O.O.O.O
- Total energy: -764.2671 a.u.
- F_max: 4.84 eV/Å